[1]
{"formula": "C46H72BaMnN10O4", "method": "ωB97M-V/def2-TZVPD", "species": ["Ba", "Mn", "O", "O", "O", "O", "N", "N", "N", "N", "N", "N", "N", "N", "N", "N", "C", "C", "C", "C", "C", "C", "C", "C", "C", "C", "C", "C", "C", "C", "C", "C", "C", "C", "C", "C", "C", "C", "C", "C", "C", "C", "C", "C", "C", "C", "C", "C", "C", "C", "C", "C", "C", "C", "C", "C", "C", "C", "C", "C", "C", "C", "H", "H", "H", "H", "H", "H", "H", "H", "H", "H", "H", "H", "H", "H", "H", "H", "H", "H", "H", "H", "H", "H", "H", "H", "H", "H", "H", "H", "H", "H", "H", "H", "H", "H", "H", "H", "H", "H", "H", "H", "H", "H", "H", "H", "H", "H", "H", "H", "H", "H", "H", "H", "H", "H", "H", "H", "H", "H", "H", "H", "H", "H", "H", "H", "H", "H", "H", "H", "H", "H", "H", "H"], "positions_angstrom": [[-1.54406, 1.36424, -4.16891], [-1.14051, -2.40680, 3.68615], [-1.15960, -2.89603, 1.43818], [-1.22593, -0.35368, 2.66839], [-1.53761, 1.60720, -1.54956], [-0.83116, -0.81895, -2.68447], [-4.28809, 2.76318, -3.24283], [0.77627, 1.81259, 6.25856], [5.43243, -0.93130, -2.73013], [-5.39254, -5.37534, -2.03051], [1.06429, -1.75861, 3.86671], [-5.59028, 2.87378, 4.37286], [-1.70745, -5.50820, -2.48233], [1.20611, 1.78805, -2.92304], [2.41701, -3.84093, 1.45607], [1.91556, 4.39006, 0.90221], [-4.56857, 2.33027, -2.24404], [-1.45737, -4.62033, -3.19426], [-1.35239, -0.48399, 1.36443], [2.57425, 0.73491, 0.27361], [1.90313, 1.75533, -2.01520], [-3.02294, 2.65414, 3.88178], [2.16378, -1.86857, 4.15225], [5.01718, -1.01117, -3.83756], [3.61166, -4.52430, -1.96579], [-3.99148, -3.76850, -0.42301], [3.86782, 2.21127, 4.47369], [1.35613, 2.04448, 3.71593], [-0.40076, 4.42043, -0.41656], [-5.43930, -1.68836, -1.12403], [4.57080, -1.58462, 3.56137], [-1.09578, -0.78525, -1.49539], [-4.77781, -4.68902, -1.33154], [2.42527, -0.72369, -0.06660], [3.55877, -1.96167, 4.55959], [-4.44178, 2.81879, 4.14724], [-5.54615, 4.10773, 0.18318], [-1.43207, 0.62495, -0.80629], [2.07618, -4.28533, -1.88945], [1.37476, -4.88775, -0.65247], [5.93195, -1.58788, 4.17940], [2.07539, -1.17141, -4.32626], [2.88306, 1.64020, -0.93243], [3.02598, -0.69408, -5.40534], [-1.13986, -1.82203, 0.70668], [-4.95346, 1.81754, -0.93013], [-4.61800, 2.83389, 0.15246], [2.76436, 2.63332, 3.51304], [1.92011, -4.29665, 0.55601], [-1.02088, -1.97865, -0.60566], [-4.79574, -2.51503, -0.00534], [-2.43971, 4.72727, 5.25714], [-0.63535, -3.86140, -5.45044], [-1.14319, -3.46405, -4.07880], [1.01114, 1.91863, 5.12803], [0.60328, -4.78075, -5.42495], [-1.54858, 0.66191, 0.67470], [0.89555, 4.42839, 0.31787], [-0.71536, 7.00161, -0.51328], [4.49318, -1.15145, -5.22377], [-2.24783, 3.94272, 3.90805], [-1.34848, 5.61397, -0.14660], [4.47239, -2.29209, 2.73802], [1.95410, -1.23250, 0.77436], [-5.93890, -0.80778, -0.72019], [3.01044, 0.39367, -5.47372], [4.17814, 1.16655, 4.45450], [6.73979, -1.31954, 3.49860], [1.33403, 1.08074, 3.20719], [-2.60405, 2.01020, 4.65508], [-4.41371, 0.89810, -0.70337], [2.70554, 3.72160, 3.49617], [-1.17786, 3.85036, 3.72169], [3.79737, 1.26906, -1.39544], [4.78477, 2.72959, 4.19324], [-5.35571, 4.86415, -0.57817], [1.05180, -0.82869, -4.47757], [3.56264, 2.40492, 5.50202], [-0.87907, 3.49372, -0.09949], [4.39198, -0.58266, 3.17125], [-4.64869, -1.34252, -1.78994], [-3.63239, 3.26010, -0.03471], [0.30683, -4.67926, -0.71697], [3.33235, -1.22448, -0.40497], [3.75644, -5.52916, -1.56908], [0.19095, 7.15018, 0.07376], [-1.73604, 5.59657, 0.87203], [-3.45710, 5.04773, 5.48146], [2.04654, -2.25045, -4.17476], [6.21895, -2.60248, 4.45567], [2.63349, -1.02281, -6.36762], [-2.88073, 2.19159, 2.90509], [3.36014, 0.83408, 1.02236], [-3.68603, -4.37452, 0.42996], [-0.82980, -2.92529, -1.08914], [-4.62812, 2.37148, 1.13946], [0.55576, 2.62216, 3.25355], [2.37504, -0.73020, -3.37566], [1.67620, -0.83204, -0.85099], [-1.41856, -4.39731, -5.98662], [-1.85387, 5.64257, 5.17277], [-6.14780, -2.33001, -1.64788], [1.55796, -4.69872, -2.75469], [1.40307, -5.97545, -0.58754], [4.69274, -2.18535, -5.50543], [-4.12732, -1.87759, 0.57346], [0.74157, -5.21632, -6.41452], [-2.11580, 4.11402, 6.09803], [-1.40103, 7.79775, -0.22325], [1.87423, -3.21624, -1.82350], [-1.99102, -2.77951, -4.05245], [-6.01778, 1.59099, -0.99326], [-0.36637, -2.91531, -3.54633], [1.51354, -4.22092, -5.21025], [3.69544, -1.30761, 5.42077], [-5.49961, 4.78498, 1.03598], [5.14245, -0.50568, -5.81497], [-0.42327, -2.95848, -6.02302], [1.63270, 1.11176, 0.67306], [4.11443, -3.87945, -1.24503], [-5.54617, -2.85127, 0.71013], [-0.18048, 4.36763, -1.48276], [-2.25606, 5.48279, -0.73583], [3.72855, -2.97642, 4.91955], [-2.63631, 4.62491, 3.15188], [3.11571, 2.64760, -0.58730], [3.96871, -4.52688, -2.99565], [0.55005, -5.58351, -4.68953], [6.04564, -0.97633, 5.07449], [-0.45085, 7.14497, -1.56094], [-3.10370, -3.46643, -0.97861], [3.03029, 2.35934, 2.49210], [-1.63581, 1.63946, 1.12547], [-6.56857, 3.73144, 0.14927]], "multiplicity": 7, "homo_ha": [-0.2861, -0.4000], "charge": 1, "orbital_gap_ev": [3.65, 6.75], "lumo_energy_ev": [-4.14, -4.14]}

=====

[2]
{"formula": "C4H6F3NS", "method": "ωB97M-V/def2-TZVPD", "species": ["S", "F", "F", "F", "N", "C", "C", "C", "C", "H", "H", "H", "H", "H", "H"], "positions_angstrom": [[-1.77156, 0.79139, 1.81162], [-1.44406, 1.33646, -2.11839], [0.28280, 2.60572, -1.45647], [-1.70964, 3.01319, -0.70395], [0.23941, -0.54772, 0.46790], [0.40933, -1.71404, 1.40855], [-0.72977, 0.22706, 0.77082], [-0.90727, 1.97875, -1.02558], [0.95796, -0.58190, -0.78602], [0.61959, -1.30079, -1.42262], [1.07398, -1.36036, 2.27901], [1.97384, -0.56364, -0.71557], [0.81371, 0.38940, -1.31769], [0.86413, -2.46649, 0.89382], [-0.67244, -1.80706, 1.91457]], "homo_ha": [-0.2968, -0.2954], "relative_energy_ev": 3.975, "orbital_gap_ev": [7.72, 7.68], "lumo_energy_ev": [-0.35, -0.35]}

=====

[3]
{"formula": "C5H27NO9", "method": "ωB97M-V/def2-TZVPD", "species": ["O", "O", "O", "O", "O", "O", "O", "O", "O", "N", "C", "C", "C", "C", "C", "H", "H", "H", "H", "H", "H", "H", "H", "H", "H", "H", "H", "H", "H", "H", "H", "H", "H", "H", "H", "H", "H", "H", "H", "H", "H", "H"], "positions_angstrom": [[0.44843, -2.05812, 3.17253], [2.96906, 2.52567, -2.58240], [-1.32136, -2.08528, -3.24436], [-1.18387, 2.14312, -1.26677], [2.04272, 1.19890, 2.60215], [2.66265, -1.58669, 1.78515], [2.47033, -0.50325, -1.10926], [0.58842, -0.00254, -2.98657], [-4.05816, 1.30620, -2.36855], [-0.80987, 1.91567, 1.03715], [-0.20924, 1.90936, -0.27637], [-0.68325, 0.63363, 1.80794], [-1.57228, -0.51085, 1.22180], [-0.88181, -1.85543, 1.11047], [-0.72108, -2.47832, 2.52480], [3.36900, -0.17310, -1.16749], [-3.77008, 1.62301, -1.51177], [-0.06440, 0.51012, -2.49219], [-1.01766, -3.51249, 2.62116], [2.15027, 2.36976, -3.08295], [1.21631, -2.38892, 2.63931], [1.24494, 1.30557, 3.09623], [3.61801, 1.85131, -2.77327], [0.02636, -0.77997, -3.15692], [2.75867, 1.84715, 2.73354], [-1.87344, -0.20941, 0.20841], [-1.39364, -2.47517, -4.13055], [0.62743, 2.62092, -0.36707], [-1.82960, 1.97523, 0.95048], [-2.37169, -0.49276, 1.97324], [-1.52217, -1.94336, 3.11486], [2.78441, -1.05365, 2.59901], [-0.96646, 0.95740, 2.81326], [0.23615, 0.94287, -0.51339], [-1.29503, 3.06745, -1.51221], [0.37574, 0.51143, 1.89601], [-3.31755, 1.15665, -2.95918], [1.78985, -0.23115, -1.75075], [0.16273, -1.79754, 0.69121], [-1.91264, -2.75491, -2.84415], [2.46711, -0.90287, 1.13430], [-1.23328, -2.57565, 0.36316]], "multiplicity": 2, "homo_ha": [-0.4783, -0.4771], "charge": 1, "relative_energy_ev": 1.503, "orbital_gap_ev": [9.98, 4.71], "lumo_energy_ev": [-3.04, -8.27]}